56
Properties=species:S:1:pos:R:3:forces:R:3 method="wB97M-V/def2-TZVPD" total_charge=0 lumo_ev=0.1 e_tot_ha=-2020.8911
O -1.166 2.063 -0.113 1.09 -0.45 -0.73
V 0.206 1.241 -0.167 -1.82 -2.71 0.21
O 0.343 0.551 -1.602 0.12 0.82 1.28
C 0.754 -3.523 1.395 -0.07 1.03 -0.73
C 0.526 -2.821 -0.003 -1.04 0.51 -0.48
C 0.064 -3.833 -1.118 2.69 -0.09 0.90
C -1.314 -4.199 -1.001 -2.64 -0.69 -0.16
C -2.256 -3.025 -1.084 -0.31 0.76 1.84
C -2.025 -2.003 0.113 0.87 0.41 -2.35
N -0.541 -1.719 0.093 0.17 -0.01 -0.14
O -0.229 -0.714 1.048 0.79 1.69 -1.84
C -2.584 -2.597 1.374 -0.28 -0.42 0.94
C -2.852 -0.692 -0.243 0.83 -0.63 1.46
C 1.881 -2.283 -0.554 -0.51 0.23 0.26
H 1.246 -4.492 1.307 0.00 0.00 -0.04
H -0.164 -3.594 1.977 -0.06 -0.24 -0.27
H 1.382 -2.840 1.966 0.18 -0.12 0.10
H 0.629 -4.742 -0.908 0.42 -0.15 0.03
H 0.364 -3.612 -2.142 -0.09 0.86 0.07
H -1.438 -4.740 -0.063 -0.30 0.06 0.23
H -1.636 -4.908 -1.764 0.22 -0.23 -0.20
H -3.261 -3.403 -0.897 -0.31 0.09 -0.44
H -2.208 -2.498 -2.036 0.08 -0.05 -0.01
H -2.372 -3.664 1.439 0.15 -0.02 0.16
H -3.670 -2.520 1.432 -0.18 0.10 -0.34
H -2.240 -2.109 2.286 0.37 0.10 -0.10
H -2.359 0.039 -0.884 -0.15 -0.61 -0.56
H -3.010 -0.117 0.670 0.08 -0.02 0.30
H -3.856 -1.013 -0.523 0.09 0.10 -0.57
H 2.332 -1.490 0.043 -0.03 -0.14 0.39
H 1.813 -1.869 -1.560 -0.46 -0.04 -0.01
H 2.563 -3.130 -0.623 0.16 -0.04 0.22
C 0.379 3.575 -3.898 -0.06 -0.24 -0.16
O 0.346 3.408 -2.504 0.76 -0.31 0.63
C 1.497 3.963 -1.909 -1.56 2.36 0.84
C 1.584 3.871 -0.334 1.86 -0.33 -2.70
N 2.094 2.514 -0.023 -2.48 -0.29 2.61
C 2.401 2.310 1.445 -0.02 -0.65 0.84
C 1.305 2.754 2.504 0.94 0.84 -2.76
O 0.072 2.154 2.098 1.92 0.36 1.29
C -0.868 2.106 3.139 -1.83 -0.47 0.28
H 0.491 4.610 -4.219 -0.34 0.46 0.27
H -0.556 3.158 -4.272 0.25 0.01 -0.15
H 1.253 3.090 -4.332 -0.02 -0.53 -0.09
H 1.376 5.038 -2.046 -0.03 0.68 0.03
H 2.409 3.847 -2.494 0.44 -1.19 0.38
H 0.692 4.219 0.187 -0.15 -0.77 -0.21
H 2.383 4.577 -0.108 0.08 0.31 0.24
H 2.971 2.339 -0.492 -0.27 -0.09 -0.51
H 3.384 2.737 1.644 -0.14 0.53 0.37
H 2.573 1.242 1.582 -0.17 -0.26 -0.09
H 1.249 3.832 2.352 -0.44 0.37 0.21
H 1.633 2.657 3.539 -0.14 -0.87 -0.04
H -0.521 1.645 4.063 0.43 -0.37 -0.24
H -1.738 1.570 2.761 0.31 -0.44 -0.07
H -1.330 3.040 3.458 0.63 0.79 -0.40

61
Properties=species:S:1:pos:R:3:forces:R:3 method="wB97M-V/def2-TZVPD" smiles="CCOCC[C@@H]1COS(=O)(=O)C[C@@H]1CP(=O)(O)O.CNC(C)=O.CNC(C)=O" total_charge=0 lumo_ev=0.1 e_tot_ha=-2117.6129
C 5.160 1.193 1.840 0.38 0.12 -0.69
C 4.908 1.455 0.311 0.25 0.28 1.66
O 4.507 0.223 -0.288 -0.62 0.63 -0.53
C 3.174 0.309 -0.806 -0.72 -0.45 0.21
C 2.120 0.075 0.351 -0.35 0.89 -0.61
C 0.914 -0.849 -0.077 0.14 0.85 -0.09
C -0.280 0.087 -0.528 0.49 -1.09 -1.45
O -1.363 0.192 0.433 1.04 -0.15 2.08
S -0.839 0.359 1.976 -1.71 2.01 4.56
O -2.004 0.198 2.900 2.22 -0.60 -2.81
O -0.146 1.636 2.256 -0.61 -2.20 -1.78
C 0.299 -1.043 2.377 -0.14 -1.31 -1.32
C 0.448 -1.849 1.032 -0.23 0.73 -0.06
C 1.285 -3.160 1.143 0.09 0.34 0.44
P 3.068 -3.008 0.686 2.33 -0.87 -2.28
O 3.320 -2.610 -0.748 -0.81 -0.45 2.55
O 3.711 -4.560 0.852 -1.26 2.36 0.79
O 3.937 -2.087 1.784 -1.63 -1.56 -1.23
H 4.213 1.035 2.394 0.51 0.07 -0.38
H 5.792 0.285 1.919 -0.30 0.50 0.14
H 5.709 2.039 2.301 -0.35 -0.47 -0.24
H 5.825 1.842 -0.178 -0.40 -0.37 0.21
H 4.139 2.256 0.253 0.28 -0.60 -0.32
H 3.010 -0.441 -1.608 0.54 0.31 0.67
H 3.008 1.306 -1.266 0.17 -0.48 0.30
H 1.682 1.084 0.542 0.31 -0.77 0.26
H 2.606 -0.215 1.302 -0.12 -0.04 -0.84
H 1.210 -1.418 -0.985 -0.17 0.30 0.61
H -0.719 -0.383 -1.438 -0.09 0.55 0.85
H 0.037 1.102 -0.833 0.00 -0.52 0.42
H -0.179 -1.721 3.114 -0.14 0.89 -0.35
H 1.255 -0.696 2.807 -0.60 0.27 -0.45
H -0.591 -2.161 0.766 0.72 0.09 0.18
H 0.844 -3.904 0.444 0.67 0.41 0.30
H 1.184 -3.593 2.161 0.13 0.23 -0.50
H 3.833 -4.663 1.808 0.26 -0.47 -0.03
H 4.479 -1.516 1.209 0.08 0.29 -0.05
C -3.752 2.348 2.165 0.19 0.35 0.15
N -2.912 3.528 2.105 -0.29 0.37 -0.18
C -3.222 4.761 1.628 0.45 0.01 0.16
C -4.611 4.971 1.081 -0.08 0.10 -0.06
O -2.391 5.658 1.649 -0.15 0.06 -0.07
H -3.833 2.037 3.206 -0.16 -0.22 -0.11
H -3.275 1.557 1.602 -0.32 -0.17 -0.07
H -4.745 2.535 1.763 0.07 0.14 0.01
H -1.967 3.458 2.455 -0.01 -0.13 -0.04
H -4.708 5.999 0.740 0.13 -0.04 0.05
H -4.789 4.306 0.235 -0.13 -0.05 0.09
H -5.355 4.792 1.860 -0.06 -0.11 -0.11
C -2.971 -2.858 -5.433 0.41 0.14 -0.27
N -2.102 -1.814 -4.926 -0.19 0.08 0.34
C -2.224 -1.100 -3.778 0.25 0.14 -0.18
C -3.401 -1.398 -2.886 0.00 0.04 0.11
O -1.394 -0.246 -3.495 -0.08 -0.08 0.04
H -2.390 -3.775 -5.549 -0.20 -0.10 -0.02
H -3.351 -2.555 -6.410 -0.15 -0.17 0.03
H -3.808 -3.047 -4.767 0.06 0.07 0.02
H -1.292 -1.560 -5.470 -0.01 -0.02 -0.02
H -3.362 -0.750 -2.013 0.08 0.02 -0.09
H -4.335 -1.208 -3.417 -0.03 -0.15 0.05
H -3.367 -2.436 -2.549 -0.16 -0.01 -0.07

74
Properties=species:S:1:pos:R:3:forces:R:3 method="wB97M-V/def2-TZVPD" total_charge=+1 lumo_ev=-4.4 e_tot_ha=-3551.7416
Pb 1.293 -1.768 -2.247 -1.47 -0.33 1.48
N -0.732 0.260 0.294 -0.56 0.88 1.70
O -1.850 -0.006 0.751 0.18 -0.02 -0.63
O -0.226 1.376 0.501 0.17 -0.49 -0.75
O -0.082 -0.659 -0.281 0.97 -0.97 -1.05
C 2.541 3.310 -0.841 0.74 -0.47 1.20
C 3.643 2.251 -1.074 -0.89 -0.85 -0.48
O 4.867 2.816 -0.714 0.85 0.87 0.19
S 4.593 3.986 0.384 0.80 0.00 -1.03
O 5.663 4.935 0.303 -1.58 -0.79 -0.08
O 4.275 3.355 1.630 -0.43 0.44 -0.68
O 3.254 4.484 -0.426 0.82 0.12 1.18
H 1.990 2.873 -0.007 -0.81 0.70 -0.23
H 1.960 3.589 -1.712 -0.10 -0.09 0.08
H 3.577 1.940 -2.118 0.84 -0.01 0.02
H 3.505 1.378 -0.431 -0.37 0.01 -0.16
C -4.317 2.297 0.240 -0.47 -0.80 -1.09
C -4.397 1.731 1.671 2.87 -0.41 -1.05
O -5.064 2.694 2.395 -2.38 0.91 0.78
S -6.249 3.349 1.435 1.39 0.77 0.89
O -6.624 4.661 1.906 1.06 -1.89 -0.91
O -7.251 2.359 1.229 0.40 0.13 -0.44
O -5.168 3.432 0.188 -1.88 0.62 0.75
H -4.715 1.517 -0.418 0.06 0.24 -0.23
H -3.373 2.641 -0.182 0.23 -0.14 0.62
H -3.382 1.656 2.070 -0.15 0.15 0.16
H -4.720 0.689 1.609 -1.01 0.37 0.57
C 0.129 2.180 3.973 -0.68 -0.21 0.17
C 1.199 1.421 3.198 0.39 1.02 0.91
O 0.691 0.087 3.178 -0.01 -0.79 -0.96
S 0.094 -0.299 4.602 -0.08 0.67 1.07
O 1.192 -0.677 5.458 -1.04 0.49 -0.74
O -1.041 -1.175 4.514 1.14 0.92 -0.44
O -0.406 1.220 4.900 0.18 -1.66 0.65
H -0.731 2.453 3.360 0.30 0.26 -0.23
H 0.466 3.007 4.594 0.25 0.10 -0.38
H 2.147 1.472 3.738 0.00 -0.33 0.08
H 1.378 1.838 2.213 -0.39 -0.51 -0.24
C 4.029 -4.660 -0.125 -0.75 -0.44 0.78
C 2.720 -4.001 0.241 0.84 0.15 0.12
O 1.991 -3.556 -0.672 -0.36 0.65 -0.20
N 2.417 -3.915 1.528 -0.23 1.22 -0.12
C 1.319 -3.059 2.036 -0.11 -0.84 -0.13
H 4.463 -5.123 0.761 0.13 -0.10 -0.12
H 4.742 -3.934 -0.505 -0.14 -0.03 -0.32
H 3.745 -5.439 -0.831 0.53 0.08 -0.27
H 3.094 -4.236 2.200 0.03 -0.10 -0.06
H 0.459 -3.721 2.114 -0.29 0.36 0.21
H 1.090 -2.228 1.373 0.15 -0.14 -0.19
H 1.570 -2.647 3.010 0.13 -0.22 0.03
C 1.822 1.582 -4.798 -0.92 0.72 0.71
C 0.986 1.543 -3.525 -1.13 -1.59 -0.69
O 1.138 0.634 -2.679 0.54 0.22 0.24
N -0.093 2.323 -3.483 0.63 -0.16 -0.27
C -1.129 2.352 -2.449 -0.08 0.29 -0.19
H 1.865 2.639 -5.063 0.74 -0.13 -0.36
H 1.252 1.086 -5.585 -0.01 -0.09 0.04
H 2.768 1.070 -4.665 0.16 0.35 0.01
H -0.230 2.885 -4.309 -0.12 0.27 0.20
H -1.439 1.388 -2.051 0.48 -0.25 -0.28
H -2.003 2.776 -2.940 -0.02 0.24 0.28
H -0.785 2.964 -1.618 -0.22 0.05 0.04
C -1.732 -5.287 -3.006 -1.41 -0.03 1.50
C -1.493 -4.179 -2.000 -0.17 0.64 -0.84
O -0.726 -3.238 -2.309 1.05 0.51 0.20
N -2.253 -4.122 -0.916 0.04 -0.18 0.09
C -2.272 -3.005 0.026 0.31 0.26 -0.28
H -1.855 -4.842 -3.987 0.53 -0.24 -0.15
H -2.712 -5.674 -2.710 -0.02 -0.26 -0.42
H -1.072 -6.142 -2.892 0.45 0.30 -0.40
H -2.999 -4.792 -0.832 0.16 -0.17 0.02
H -1.308 -2.850 0.504 0.00 -0.28 0.08
H -3.044 -3.195 0.765 0.04 0.06 0.02
H -2.452 -2.069 -0.496 -0.25 -0.02 -0.01

56
Properties=species:S:1:pos:R:3:forces:R:3 method="wB97M-V/def2-TZVPD" relative_energy_kj_mol=345.7 s2=8.76 spin_multiplicity=6 total_charge=+1 lumo_ev="-4.0 / -6.4" e_tot_ha=-4651.7436
Mn -5.259 -0.152 -0.884 0.39 0.16 0.20
Br -3.226 0.868 0.090 -0.19 0.00 -0.25
C 3.442 2.716 -2.297 0.27 -0.01 -0.07
O 2.193 2.435 -1.689 0.07 0.02 0.37
C 1.131 2.655 -2.555 -0.43 -0.02 -0.83
C -0.170 2.182 -1.941 -0.19 0.28 -0.87
N -0.734 3.045 -0.946 0.69 -1.36 1.24
C 0.104 3.572 0.099 0.12 0.36 0.16
C -0.686 4.254 1.184 -0.28 -0.19 -0.22
O -1.109 5.492 0.695 0.15 0.14 0.03
C -1.830 6.244 1.664 0.10 0.04 -0.10
H 3.471 3.754 -2.643 0.04 -0.06 -0.12
H 3.633 2.022 -3.122 -0.10 0.14 -0.11
H 4.234 2.573 -1.567 -0.16 0.00 0.18
H 1.244 2.098 -3.499 0.12 -0.13 0.18
H 1.028 3.703 -2.886 0.15 0.03 0.32
H -0.051 1.177 -1.502 0.00 0.13 0.28
H -0.923 2.042 -2.721 -0.03 0.06 0.01
H -1.630 2.699 -0.581 -0.55 0.31 -0.36
H 0.878 4.208 -0.335 0.00 0.02 0.03
H 0.632 2.714 0.552 -0.01 -0.09 -0.30
H -0.045 4.316 2.073 -0.08 0.24 0.01
H -1.554 3.622 1.443 0.09 0.03 0.13
H -1.233 6.361 2.572 -0.12 -0.10 0.09
H -2.787 5.759 1.874 0.02 0.03 0.17
H -2.007 7.233 1.251 -0.03 -0.04 -0.12
C -2.194 -2.778 1.961 -0.15 0.58 0.92
C -0.773 -3.142 1.536 0.20 0.08 -0.26
C -0.789 -4.543 0.904 0.45 -0.42 0.90
C 0.419 -4.833 0.034 -0.14 0.38 -0.22
C 0.473 -3.772 -1.058 0.34 -0.82 -0.39
C 0.683 -2.377 -0.476 0.52 -0.15 -0.16
N -0.339 -2.164 0.529 -1.34 0.09 -0.92
O -0.320 -0.842 1.028 0.60 0.10 0.19
C 2.133 -2.264 0.061 -0.35 0.12 0.19
C 0.496 -1.381 -1.630 0.11 0.60 0.39
C 0.162 -3.147 2.758 -0.36 -0.19 0.22
H -2.411 -3.130 2.974 0.07 -0.34 -0.15
H -2.989 -3.147 1.315 0.19 0.04 -0.29
H -2.277 -1.694 2.074 -0.09 -0.03 -0.24
H -0.770 -5.211 1.774 -0.22 -0.17 -0.18
H -1.705 -4.762 0.355 -0.05 0.29 -0.09
H 0.356 -5.841 -0.376 0.00 0.02 -0.08
H 1.351 -4.777 0.601 -0.06 -0.10 0.12
H -0.406 -3.827 -1.710 -0.24 0.19 0.34
H 1.300 -4.003 -1.740 0.08 0.21 0.11
H 2.479 -1.231 0.047 0.03 0.00 -0.05
H 2.171 -2.586 1.099 0.16 -0.17 -0.05
H 2.795 -2.880 -0.546 0.19 0.09 0.06
H 0.847 -1.801 -2.571 -0.17 -0.05 -0.06
H -0.551 -1.069 -1.682 -0.07 -0.29 -0.30
H 1.087 -0.474 -1.458 0.03 -0.10 0.05
H -0.350 -3.584 3.619 0.01 -0.04 -0.04
H 0.437 -2.132 3.040 0.19 -0.01 -0.09
H 1.033 -3.774 2.573 0.19 0.25 0.01
H -1.096 -0.420 0.637 -0.15 -0.14 0.04